Formula: C50H150O25
Source: OMol25
Level of theory: ωB97M-V/def2-TZVPD

Output
Lowest unoccupied orbital energy   0.40 eV
Orbital gap   9.79 eV
Energy above the lowest of the compared OMol25 structures with the same formula, charge and spin   3.0091 eV
Electronic energy   -105464.3208 eV
Highest occupied orbital energy   -0.345 Eh

Atoms and positions in Å:
C1 19.084 14.987 24.203
C2 18.839 14.721 22.745
O1 19.304 13.488 22.173
H1 18.505 14.302 24.832
H2 18.658 15.987 24.486
H3 20.087 14.940 24.543
H4 19.210 15.522 22.130
H5 17.755 14.664 22.473
H6 20.173 13.268 22.463
C3 15.379 7.990 15.974
C4 14.163 8.887 16.265
O2 14.276 9.199 17.595
H7 15.251 6.986 16.407
H8 16.315 8.537 16.300
H9 15.584 7.829 14.909
H10 13.200 8.374 16.080
H11 14.187 9.773 15.639
H12 13.538 9.635 18.041
C5 12.328 16.201 25.768
C6 13.230 15.247 24.997
O3 14.595 15.501 25.177
H13 11.309 15.981 25.474
H14 12.522 17.226 25.423
H15 12.369 16.145 26.858
H16 12.882 15.393 23.943
H17 13.085 14.211 25.253
H18 14.765 16.480 25.208
C7 14.519 14.671 10.367
C8 15.298 13.640 11.110
O4 14.556 12.736 11.948
H19 13.975 15.369 11.077
H20 13.804 14.161 9.727
H21 15.149 15.340 9.751
H22 16.159 14.080 11.589
H23 15.739 12.980 10.382
H24 13.806 13.289 12.378
C9 18.377 9.500 19.035
C10 17.344 9.097 20.113
O5 16.105 9.723 19.834
H25 18.243 10.567 18.755
H26 18.314 8.868 18.143
H27 19.432 9.385 19.444
H28 17.728 9.453 21.040
H29 17.336 8.018 20.174
H30 15.710 9.404 19.034
C11 12.136 11.949 13.999
C12 11.539 13.306 14.193
O6 12.358 14.285 13.595
H31 13.145 11.919 14.316
H32 12.064 11.516 13.013
H33 11.561 11.187 14.564
H34 11.330 13.554 15.254
H35 10.554 13.362 13.697
H36 12.026 15.176 13.881
C13 11.432 10.294 21.394
C14 12.612 10.066 20.485
O7 12.191 10.366 19.176
H37 11.017 11.295 21.378
H38 11.666 10.047 22.476
H39 10.698 9.580 20.952
H40 12.946 9.035 20.580
H41 13.458 10.682 20.742
H42 12.229 11.292 19.108
C15 18.360 12.788 14.403
C16 17.451 11.902 13.610
O8 16.124 12.163 14.136
H43 18.244 12.730 15.519
H44 18.061 13.817 14.082
H45 19.402 12.660 14.216
H46 17.693 10.866 13.750
H47 17.601 12.278 12.617
H48 15.517 12.169 13.339
C17 14.816 17.869 21.965
C18 15.817 18.252 23.012
O9 15.229 18.205 24.325
H49 14.124 17.049 22.197
H50 15.369 17.606 21.108
H51 14.117 18.627 21.688
H52 16.117 19.288 22.844
H53 16.700 17.661 23.038
H54 15.872 18.525 24.941
C19 21.173 15.586 13.994
C20 20.733 15.930 15.369
O10 20.464 14.730 16.074
H55 20.372 15.226 13.320
H56 21.897 14.817 14.049
H57 21.650 16.444 13.539
H58 19.794 16.537 15.285
H59 21.533 16.612 15.826
H60 20.919 14.793 16.955
C21 20.953 12.501 18.408
C22 21.517 13.522 19.443
O11 21.892 14.634 18.686
H61 20.445 11.671 18.925
H62 21.709 12.007 17.765
H63 20.202 12.899 17.772
H64 22.448 13.148 19.961
H65 20.714 13.724 20.128
H66 22.505 15.232 19.141
C23 14.437 21.700 13.822
C24 15.592 20.806 13.637
O12 16.836 21.414 13.899
H67 14.631 22.730 13.430
H68 14.146 21.767 14.879
H69 13.561 21.440 13.213
H70 15.709 20.521 12.613
H71 15.596 19.895 14.211
H72 16.782 22.010 14.643
C25 20.388 18.616 25.624
C26 19.281 18.888 24.532
O13 19.901 18.367 23.336
H73 21.276 19.145 25.350
H74 20.504 17.568 25.675
H75 20.063 18.973 26.626
H76 18.921 19.916 24.536
H77 18.367 18.304 24.817
H78 19.339 18.605 22.552
C27 19.307 9.086 24.912
C28 18.733 10.538 24.785
O14 19.708 11.511 25.153
H79 18.626 8.423 24.418
H80 19.399 8.776 26.006
H81 20.287 8.948 24.452
H82 17.941 10.677 25.500
H83 18.423 10.823 23.796
H84 20.471 11.064 25.476
C29 10.094 16.323 22.632
C30 10.564 15.213 21.652
O15 11.769 15.572 20.975
H85 9.311 16.025 23.343
H86 9.716 17.209 22.056
H87 10.940 16.778 23.150
H88 9.797 14.966 20.853
H89 10.748 14.314 22.236
H90 12.293 14.776 20.724
C31 11.138 17.859 12.447
C32 11.593 18.027 13.877
O16 11.642 16.807 14.676
H91 10.910 18.833 11.992
H92 10.215 17.291 12.511
H93 11.819 17.295 11.864
H94 10.911 18.777 14.297
H95 12.606 18.477 13.849
H96 12.441 16.845 15.248
C33 19.423 21.037 12.337
C34 19.954 20.030 13.341
O17 19.116 19.921 14.516
H97 19.147 22.050 12.747
H98 18.474 20.719 11.866
H99 20.229 21.271 11.617
H100 20.885 20.281 13.739
H101 20.069 18.965 12.917
H102 18.300 20.428 14.251
C35 20.258 18.336 19.207
C36 19.769 19.449 20.135
O18 18.704 18.914 20.971
H103 20.348 17.462 19.854
H104 21.196 18.465 18.675
H105 19.382 18.207 18.561
H106 19.371 20.315 19.553
H107 20.508 19.742 20.882
H108 17.933 18.606 20.427
C37 22.729 15.998 21.899
C38 23.330 16.991 20.997
O19 23.646 16.295 19.766
H109 22.593 16.468 22.924
H110 23.262 15.039 22.107
H111 21.768 15.654 21.549
H112 24.261 17.361 21.423
H113 22.637 17.820 20.938
H114 23.874 17.018 19.201
C39 12.381 18.139 17.980
C40 13.593 17.282 18.023
O20 13.986 17.008 16.640
H115 12.510 19.103 17.472
H116 12.036 18.266 18.992
H117 11.589 17.565 17.436
H118 13.488 16.396 18.656
H119 14.427 17.856 18.482
H120 14.910 16.769 16.612
C41 15.661 20.006 17.244
C42 16.995 19.754 17.955
O21 16.878 18.650 18.803
H121 15.353 19.071 16.791
H122 15.688 20.839 16.533
H123 14.937 20.291 17.995
H124 17.268 20.590 18.586
H125 17.795 19.680 17.238
H126 16.737 17.806 18.270
C43 14.334 12.551 16.846
C44 13.657 13.589 17.763
O22 13.310 12.999 19.010
H127 15.345 12.431 17.261
H128 14.429 13.019 15.866
H129 13.749 11.630 16.813
H130 12.771 14.041 17.313
H131 14.425 14.400 17.867
H132 14.151 12.575 19.305
C45 15.041 13.859 21.758
C46 15.737 12.551 21.617
O23 15.980 12.401 20.205
H133 15.589 14.641 21.226
H134 14.937 14.223 22.787
H135 14.053 13.849 21.268
H136 15.080 11.730 21.982
H137 16.720 12.407 22.110
H138 16.051 11.484 19.894
C47 16.416 16.311 13.263
C48 17.027 17.719 13.392
O24 17.220 18.082 14.755
H139 16.304 16.109 12.211
H140 15.466 16.281 13.771
H141 17.066 15.528 13.675
H142 16.385 18.410 12.828
H143 18.000 17.711 12.911
H144 18.170 18.466 14.836
C49 17.148 14.918 18.343
C50 17.150 15.452 16.915
O25 16.572 16.752 16.873
H145 17.485 13.877 18.397
H146 16.102 14.975 18.768
H147 17.766 15.574 18.958
H148 16.517 14.757 16.336
H149 18.142 15.342 16.495
H150 16.749 17.330 16.076



Formula: C50H33N10O10Y
Source: OMol25
Level of theory: ωB97M-V/def2-TZVPD

Output
Total charge   -2
Lowest unoccupied orbital energy (spin up / spin down)   3.12 / 3.18 eV
Orbital gap (spin up / spin down)   4.98 / 5.09 eV
Energy above the lowest of the compared OMol25 structures with the same formula, charge and spin   0.8717 eV
Electronic energy   -88808.8121 eV
Highest occupied orbital energy (spin up / spin down)   -0.068 / -0.070 Eh

Atoms and positions in Å:
Y1 -4.614 8.880 20.071
C1 -1.646 2.806 20.090
C2 -1.449 2.941 18.707
C3 -1.601 4.219 18.081
C4 -1.913 5.288 18.870
C5 -2.429 6.644 18.644
N1 -2.732 7.270 19.771
C6 -2.488 6.456 20.774
N2 -2.326 6.736 22.119
C7 -2.639 7.917 22.585
C8 -2.309 8.193 24.017
C9 -1.914 7.397 25.130
C10 -1.732 7.979 26.361
C11 -2.029 9.296 26.545
C12 -2.402 10.140 25.516
C13 -2.559 9.534 24.230
C14 -2.905 10.086 22.886
N3 -3.016 11.366 22.683
C15 -3.198 11.847 21.430
N4 -3.402 11.134 20.264
C16 -3.420 12.058 19.244
N5 -3.534 11.775 17.966
C17 -3.563 10.575 17.502
N6 -3.362 9.436 18.144
C18 -3.024 8.405 17.252
N7 -2.630 7.171 17.441
C19 -3.085 8.967 15.914
C20 -2.744 8.393 14.673
C21 -2.902 9.184 13.542
C22 -3.351 10.464 13.702
C23 -3.592 11.119 14.872
C24 -3.516 10.314 16.055
C25 -3.309 13.379 19.724
C26 -3.105 14.528 19.095
C27 -2.872 15.648 19.958
C28 -2.613 15.558 21.323
C29 -2.816 14.355 21.948
C30 -3.091 13.271 21.135
N8 -3.157 8.980 21.976
C31 -2.083 5.125 20.229
C32 -1.866 3.901 20.836
H1 -1.579 1.825 20.552
H2 -1.251 2.157 18.033
H3 -1.633 4.363 16.938
H4 -1.627 6.348 24.919
H5 -1.259 7.337 27.109
H6 -1.830 9.823 27.437
H7 -2.681 11.164 25.700
H8 -2.365 7.397 14.643
H9 -2.738 8.857 12.455
H10 -3.524 11.132 12.853
H11 -3.958 12.194 14.927
H12 -3.077 14.647 18.002
H13 -2.532 16.638 19.557
H14 -2.314 16.468 21.803
H15 -2.724 14.327 22.977
H16 -1.868 3.888 21.938
O1 -6.222 5.769 17.332
C33 -5.837 6.265 18.393
O2 -5.806 7.527 18.556
C34 -5.555 5.322 19.514
C35 -5.588 3.938 19.259
C36 -5.529 2.981 20.245
C37 -5.279 3.407 21.589
C38 -5.231 4.743 21.849
C39 -5.322 5.783 20.858
O3 -5.244 7.011 21.180
N9 -4.923 5.055 23.261
O4 -4.331 4.241 23.923
O5 -5.290 6.141 23.698
N10 -5.574 1.572 20.004
O6 -5.441 1.164 18.841
O7 -5.784 0.818 20.971
H17 -5.572 3.722 18.177
H18 -5.276 2.777 22.444
C40 -8.008 7.599 20.813
C41 -7.877 9.034 21.252
O8 -6.548 9.385 21.538
C42 -6.410 10.617 22.247
C43 -6.272 10.320 23.704
H19 -9.074 7.377 20.896
H20 -7.448 6.914 21.457
H21 -7.786 7.457 19.742
H22 -8.504 9.176 22.174
H23 -8.289 9.778 20.567
H24 -7.285 11.209 21.999
H25 -5.487 11.040 21.843
H26 -7.183 9.910 24.066
H27 -6.006 11.206 24.188
H28 -5.446 9.724 23.901
O9 -6.613 12.608 19.530
C44 -6.511 11.637 18.751
O10 -5.956 10.514 19.073
C45 -6.876 11.770 17.322
C46 -7.460 12.929 16.849
C47 -7.943 13.015 15.534
C48 -7.855 11.932 14.694
C49 -7.279 10.755 15.203
C50 -6.830 10.668 16.499
H29 -7.681 13.663 17.609
H30 -8.420 13.986 15.186
H31 -8.177 12.016 13.613
H32 -7.184 9.803 14.631
H33 -6.457 9.729 16.835